(1)
9 unconnected molecules or ions with the total composition C29H80N6O13. Source: the Open Molecules 2025 dataset; level of theory: the ωB97M-V functional and the def2-TZVPD basis.

CARTESIAN COORDINATES (ANGSTROEM)
C -0.719 34.268 -4.230
O -1.799 33.531 -3.663
C -2.383 32.627 -4.535
C -3.740 32.253 -3.878
N -3.552 31.278 -2.857
C -3.369 31.963 -1.598
C -2.882 30.906 -0.575
O -2.493 31.594 0.586
C -1.730 30.875 1.514
H -0.886 34.736 -5.200
H 0.174 33.647 -4.298
H -0.492 35.054 -3.510
H -1.743 31.762 -4.707
H -2.652 32.976 -5.533
H -4.434 31.860 -4.621
H -4.193 33.175 -3.513
H -2.664 30.835 -3.047
H -4.204 32.584 -1.275
H -2.537 32.664 -1.671
H -1.984 30.396 -0.925
H -3.646 30.163 -0.347
H -1.526 31.411 2.441
H -0.920 30.500 0.889
H -2.405 30.147 1.964
C -8.694 26.997 -5.080
O -7.455 27.758 -4.949
C -7.472 28.664 -3.880
C -6.222 29.519 -3.796
N -4.957 28.905 -3.477
C -4.374 28.155 -4.514
C -2.871 27.937 -4.334
O -2.092 29.112 -4.411
C -0.727 28.817 -4.715
H -9.640 27.497 -5.287
H -8.880 26.426 -4.170
H -8.563 26.191 -5.802
H -7.560 28.027 -2.999
H -8.372 29.273 -3.804
H -6.338 30.124 -2.897
H -6.034 30.177 -4.644
H -4.305 29.639 -3.237
H -4.627 28.530 -5.506
H -4.828 27.170 -4.410
H -2.589 27.227 -5.110
H -2.509 27.467 -3.419
H -0.224 28.451 -3.821
H -0.139 29.687 -5.008
H -0.730 28.086 -5.524
C -4.371 35.838 2.272
O -3.708 36.139 1.008
C -2.724 35.215 0.748
C -2.093 35.540 -0.632
N -1.670 36.931 -0.681
C -0.405 37.153 0.150
C -0.204 38.577 0.593
O -1.300 39.063 1.339
C -1.017 40.332 1.845
H -3.698 35.824 3.129
H -5.042 34.988 2.147
H -4.968 36.741 2.404
H -3.136 34.225 0.551
H -2.132 35.167 1.662
H -2.794 35.312 -1.434
H -1.176 34.989 -0.841
H -2.406 37.537 -0.348
H 0.515 36.865 -0.358
H -0.423 36.608 1.095
H -0.036 39.274 -0.229
H 0.691 38.691 1.204
H -0.185 40.271 2.546
H -1.821 40.746 2.454
H -0.775 41.133 1.147
C -1.798 27.515 1.511
O -3.188 27.771 1.367
C -3.799 27.117 0.264
C -5.233 27.536 0.178
N -6.142 27.056 1.219
C -7.452 27.600 0.813
C -8.472 26.847 1.708
O -9.776 27.220 1.491
C -10.734 26.441 2.211
H -1.231 28.132 0.813
H -1.529 26.463 1.407
H -1.354 27.607 2.502
H -3.809 26.039 0.424
H -3.276 27.329 -0.669
H -5.574 27.225 -0.809
H -5.215 28.626 0.211
H -5.947 27.373 2.158
H -7.717 27.293 -0.198
H -7.551 28.668 1.007
H -8.227 27.057 2.749
H -8.399 25.770 1.563
H -10.637 26.542 3.292
H -10.731 25.406 1.872
H -11.722 26.840 1.981
C -1.824 33.077 -8.374
O -0.847 32.390 -8.175
N -2.899 32.534 -8.711
N -1.884 34.334 -8.131
H -2.855 31.525 -8.714
H -3.683 33.144 -8.890
H -1.116 34.767 -7.640
H -2.672 34.900 -8.412
C -4.713 28.573 3.902
O -6.067 28.378 4.096
H -4.124 27.732 4.266
H -4.474 28.769 2.856
H -4.396 29.461 4.448
H -6.291 28.194 5.011
C -3.202 32.855 4.600
O -2.293 33.018 5.686
H -4.268 32.871 4.826
H -3.042 33.724 3.961
H -2.965 31.908 4.116
H -2.476 33.720 6.314
C 1.699 31.995 -6.255
O 1.609 33.186 -6.957
H 0.985 31.945 -5.433
H 1.544 31.106 -6.865
H 2.674 31.985 -5.767
H 0.855 33.086 -7.542
C -7.150 34.815 -1.748
O -7.119 36.085 -2.420
H -6.223 34.247 -1.828
H -7.289 34.778 -0.668
H -7.866 34.113 -2.175
H -6.267 36.228 -2.838

LUMO energy (alpha / beta): 0.06622 / 0.06583 hartree
spin multiplicity: 2
HOMO (alpha / beta): 0.5 / -6.1 eV
charge: -1
orbital gap (alpha / beta): 1.295 / 7.903 eV
<S²>: 0.75



(2)
9 unconnected molecules or ions with the total composition C29H81N7O11. Source: the Open Molecules 2025 dataset; level of theory: the ωB97M-V functional and the def2-TZVPD basis.

CARTESIAN COORDINATES (ANGSTROEM)
O 25.541 -21.341 43.677
H 26.433 -21.413 43.741
H 25.195 -22.254 43.293
H 25.337 -20.534 43.081
C 25.846 -24.245 42.855
O 24.717 -23.692 42.709
O 25.833 -25.649 42.768
O 26.894 -23.599 43.294
H 24.825 -25.901 42.865
C 31.503 -27.552 42.250
C 30.103 -28.044 42.652
C 29.235 -26.789 43.223
O 29.852 -26.422 44.353
C 29.334 -24.980 44.615
N 29.508 -28.871 41.547
H 31.529 -26.841 41.314
H 32.083 -28.603 42.361
H 31.817 -26.817 43.031
H 30.226 -28.745 43.458
H 28.335 -27.285 43.308
H 29.118 -26.042 42.500
H 29.605 -24.794 45.569
H 28.241 -24.743 44.586
H 29.524 -24.448 43.779
H 28.473 -28.810 41.623
H 29.889 -29.762 41.648
C 27.148 -30.151 43.803
C 26.096 -29.863 42.755
C 24.770 -29.216 43.230
O 24.143 -30.062 44.114
C 23.103 -29.576 44.852
N 26.724 -28.904 41.870
H 27.458 -29.206 44.569
H 28.067 -30.521 43.434
H 26.818 -30.889 44.593
H 25.922 -30.819 42.014
H 24.066 -29.007 42.455
H 24.829 -28.296 43.896
H 23.447 -28.719 45.541
H 22.827 -30.238 45.398
H 22.247 -29.256 44.438
H 26.508 -28.010 41.931
H 26.083 -28.686 41.105
C 23.837 -24.576 47.773
C 25.198 -24.566 47.026
C 25.526 -25.868 46.459
O 25.884 -26.740 47.582
C 26.158 -28.152 47.200
N 24.977 -23.826 45.774
H 23.962 -25.220 48.860
H 22.950 -25.209 47.352
H 23.530 -23.651 48.252
H 25.766 -24.144 47.759
H 26.401 -25.695 45.805
H 24.891 -26.469 45.751
H 25.265 -28.592 46.507
H 26.322 -28.751 47.996
H 26.961 -28.107 46.604
H 24.251 -24.221 45.251
H 25.759 -23.763 45.279
C 21.908 -25.979 43.408
C 21.216 -24.850 42.647
C 21.005 -23.705 43.634
O 20.214 -24.181 44.618
C 20.018 -23.172 45.670
N 22.162 -24.417 41.688
H 22.706 -25.641 43.831
H 22.240 -26.729 42.655
H 21.229 -26.531 44.113
H 20.483 -25.243 42.073
H 20.344 -22.863 43.043
H 21.890 -23.400 44.116
H 19.367 -22.392 45.397
H 20.979 -22.706 46.136
H 19.691 -23.795 46.658
H 22.059 -23.521 41.581
H 23.088 -24.500 42.067
C 25.863 -30.767 38.816
C 24.357 -30.625 39.193
C 23.989 -29.086 39.050
O 24.745 -28.252 39.818
C 24.316 -26.917 39.659
N 23.574 -31.422 38.326
H 26.492 -30.212 39.275
H 25.989 -30.315 37.737
H 26.219 -31.804 38.928
H 23.967 -30.842 40.213
H 22.899 -28.989 39.317
H 24.264 -28.611 37.950
H 24.016 -26.555 38.630
H 25.300 -26.395 39.890
H 23.505 -26.501 40.501
H 23.667 -31.342 37.318
H 23.602 -32.373 38.522
C 23.314 -20.879 40.817
C 23.913 -19.394 41.135
C 23.123 -18.876 42.449
O 23.192 -19.747 43.500
C 22.447 -19.222 44.558
N 25.333 -19.557 41.453
H 23.581 -21.552 41.644
H 23.926 -21.455 40.047
H 22.290 -21.036 40.590
H 23.616 -18.623 40.488
H 22.122 -18.600 42.154
H 23.897 -18.020 42.691
H 22.580 -18.186 44.785
H 22.619 -19.448 45.502
H 21.390 -19.391 44.470
H 25.704 -18.708 41.768
H 25.905 -19.755 40.541
C 29.764 -22.156 39.281
C 28.676 -22.282 40.256
C 27.527 -23.116 39.674
O 27.087 -22.337 38.646
C 26.152 -23.090 37.841
N 29.161 -23.050 41.381
H 30.065 -23.016 38.990
H 30.731 -21.594 39.719
H 29.549 -21.583 38.356
H 28.514 -21.293 40.628
H 26.707 -23.187 40.424
H 27.856 -24.140 39.495
H 25.604 -22.390 37.296
H 25.406 -23.555 38.561
H 26.357 -24.147 37.432
H 29.383 -23.855 41.305
H 28.399 -23.014 42.006

LUMO energy: 0.00270 hartree
HOMO: -7.7 eV
energy above the lowest of the compared OMol25 structures with the same formula, charge and spin: 0.000 eV
orbital gap: 7.780 eV



Which formula does entry 2 have?
C29H81N7O11